Entry from the Open Molecules 2025 dataset: a cluster of 2 separate species, C4H9NO2 in total (ωB97M-V/def2-TZVPD).

## Properties
- LUMO (eV) = 0.82
- electronic energy (eV) = -9878.0989
- highest occupied orbital energy (eV) = -8.9
- SMILES = [H]/N=C/O.C/C=C/O

Element x y z (Å)
H 2.73699 1.73171 -0.89690
N 1.96709 1.09423 -0.71116
C 2.34093 -0.10775 -0.85266
O 1.52208 -1.14545 -0.66512
H 3.34121 -0.45253 -1.13601
H 0.66429 -0.78318 -0.35528
C -1.51663 1.22941 -0.28895
C -0.98372 0.29870 0.75945
C -1.26920 -1.00110 0.82795
O -0.78019 -1.79360 1.82789
H -0.68412 1.76036 -0.76506
H -2.19308 1.97494 0.14625
H -2.07372 0.68728 -1.06186
H -0.31565 0.71158 1.51321
H -1.91830 -1.48718 0.09691
H -0.83799 -2.71742 1.56136

Entry from the Open Molecules 2025 dataset: a cluster of 4 separate species, C38H44Br2N5O7S in total in a non-equilibrium geometry (ωB97M-V/def2-TZVPD).

## Properties
- LUMO (eV) = -3.96
- charge = +1
- electronic energy (eV) = -212805.8505
- highest occupied orbital energy (eV) = -11.6

Element x y z (Å)
C 0.91399 3.22247 -1.70646
C 1.84990 2.31080 -2.03402
C 1.49776 0.85076 -2.33630
C 1.23511 0.11650 -1.04798
C 2.31253 -0.27403 -0.23390
S 3.96499 0.18889 -0.77116
C 2.11143 -0.99149 0.97010
C 3.24702 -1.46167 1.84978
C 3.98725 -0.26113 2.49355
C 4.19094 -2.46896 1.08826
C 5.68996 -2.19041 1.21088
C 0.76387 -1.25534 1.33457
C 0.43033 -2.00858 2.60909
Br -0.20051 -0.71699 3.95244
C -0.54472 -3.22319 2.36883
C -1.84316 -3.19693 3.17946
Br 0.41608 -4.86063 2.81603
C -0.24506 -0.80838 0.51269
O -1.57932 -1.00398 0.82893
C -2.12679 0.08115 1.35682
N -2.43487 1.05717 1.88113
N -0.02386 -0.17121 -0.64993
C -1.14807 0.24649 -1.52431
C -1.33533 -0.78729 -2.65695
C -2.42520 -0.29764 -3.61578
C -1.74404 -2.16385 -2.08299
H 1.06774 3.93995 -0.90681
H -0.03350 3.20154 -2.24946
H 2.90183 2.57728 -2.07878
H 0.66439 0.84649 -3.03723
H 2.33910 0.40370 -2.86313
H 4.26190 -0.91420 -1.49179
H 2.88745 -2.03633 2.69693
H 4.56913 -0.64411 3.33106
H 3.27005 0.43615 2.93735
H 4.60501 0.28526 1.79163
H 3.94718 -2.42557 0.02509
H 3.98570 -3.49125 1.40727
H 6.04296 -2.19716 2.24188
H 6.24994 -2.94101 0.64830
H 5.96919 -1.23137 0.77425
H 1.31408 -2.42797 3.06025
H -0.85244 -3.23699 1.32534
H -1.67227 -3.25073 4.25171
H -2.44001 -4.07128 2.90499
H -2.44267 -2.32963 2.90743
H -0.94578 1.23795 -1.91955
H -2.08374 0.31623 -0.97705
H -0.38300 -0.90115 -3.17885
H -3.34254 -0.05882 -3.07409
H -2.06715 0.60472 -4.11917
H -2.59973 -1.05544 -4.37812
H -2.45468 -2.07294 -1.26080
H -2.20493 -2.74936 -2.87696
H -0.87716 -2.73232 -1.72846
C -6.48062 4.01137 -3.37378
C -5.94767 2.82023 -3.85039
C -4.61257 2.75363 -4.21360
C -3.82770 3.88722 -4.08903
C -4.34398 5.08377 -3.62331
C -5.68088 5.14147 -3.26449
N -2.40672 3.81909 -4.45174
O -1.97203 2.75869 -4.87148
O -1.73685 4.81864 -4.30923
H -7.52281 4.05896 -3.08717
H -6.57351 1.94275 -3.93820
H -4.19689 1.83015 -4.58769
H -3.71966 5.96082 -3.53734
H -6.09886 6.06818 -2.89698
C 3.45381 8.48112 -3.85002
C 3.60067 9.25711 -2.70776
C 3.18668 8.76965 -1.47862
C 2.63286 7.50349 -1.41394
C 2.47312 6.71896 -2.54284
C 2.88720 7.21554 -3.76791
N 2.21249 6.97572 -0.10906
O 2.34258 7.68921 0.85910
O 1.75735 5.84431 -0.07364
H 3.78231 8.86365 -4.80736
H 4.04028 10.24253 -2.77420
H 3.29911 9.37128 -0.58883
H 2.03351 5.73413 -2.47659
H 2.77032 6.61459 -4.65927
C -0.82425 -7.62585 4.18292
C -0.75559 -6.93002 5.38388
C -1.30145 -7.47481 6.53581
C -1.90784 -8.71517 6.46774
C -1.99155 -9.42019 5.28143
C -1.44507 -8.86814 4.13370
N -2.46960 -9.30496 7.69361
O -2.39770 -8.65144 8.71386
O -2.96807 -10.40749 7.60816
H -0.39557 -7.20471 3.28295
H -0.27441 -5.96330 5.42576
H -1.24943 -6.93644 7.47062
H -2.47242 -10.38657 5.24565
H -1.50084 -9.40947 3.19917

> LUMO of number 1 (C4H9NO2)?

0.82 eV